[1]
{"formula": "C4H10O", "method": "ωB97M-V/def2-TZVPD", "symbols": ["C", "C", "C", "C", "O", "H", "H", "H", "H", "H", "H", "H", "H", "H", "H"], "positions_angstrom": [[0.848506, -1.140553, 0.998378], [0.227903, 0.085096, 0.228446], [-1.265729, 0.085611, 0.499853], [0.183922, 0.383022, -1.645252], [0.933741, 1.172879, 0.731777], [0.220575, -2.040710, 0.987021], [1.843734, -1.388543, 0.636818], [0.974635, -0.906576, 2.078290], [-1.587252, -0.330762, 1.465295], [-1.731096, 1.068671, 0.384828], [-1.567068, -0.539099, -0.333266], [-0.460198, -0.241849, -2.306977], [-0.273142, 1.388615, -1.791562], [1.116938, 0.465516, -2.239779], [0.534532, 1.938682, 0.306130]], "forces_ev_per_a": [[0.0365, 0.0712, -0.6824], [-0.0149, -0.2570, -1.3816], [-0.1020, 0.0553, -0.3184], [0.2021, -0.1935, 0.8397], [-0.0908, 0.5349, -0.1465], [0.0855, 0.2673, -0.4155], [0.0211, -0.0563, -0.1560], [-0.2830, 0.4183, -0.7657], [0.3428, 0.0523, -0.2475], [0.1463, -0.0227, -0.1146], [-1.0243, -0.2663, 0.3014], [0.2402, -0.2184, 1.0986], [0.1638, -0.3962, 0.7696], [0.0636, -0.2896, 1.0497], [0.2131, 0.3008, 0.1693]], "lowdin_charge": [-0.037, -0.516, -0.083, -0.012, -0.044, 0.075, 0.069, 0.092, 0.087, 0.082, 0.068, 0.044, 0.046, 0.041, 0.087], "energy_ev": -6355.9270, "charge": 0, "homo_lumo_gap_ev": 10.6, "e_lumo_ha": 0.0340, "de_lowest_kcal_mol": 43.26}

[2]
{"formula": "C4H10O", "method": "ωB97M-V/def2-TZVPD", "symbols": ["C", "C", "C", "C", "H", "H", "H", "H", "H", "H", "H", "H", "H", "H", "O"], "positions_angstrom": [[1.268072, -1.512866, 0.862899], [0.552422, -0.260476, 0.544050], [-0.813282, -0.254151, 0.272909], [1.288278, 1.004311, 0.574522], [1.947597, -1.496761, 1.717229], [0.583172, -2.325665, 1.103839], [1.852196, -1.813121, -0.018937], [-1.306215, 0.714957, 0.256336], [-1.220621, -1.066775, -0.321025], [0.693835, 1.860481, 0.279366], [1.776235, 1.062981, 1.569819], [2.283107, 1.083247, 0.101498], [-2.728367, 0.255700, -2.477503], [-3.534753, 1.528224, -2.131084], [-2.641675, 1.219912, -2.333915]], "forces_ev_per_a": [[-0.4533, -0.8999, 0.1458], [1.5874, -0.0360, 0.7159], [0.1433, 0.7539, -1.4323], [0.6213, 0.2623, 0.2883], [0.1642, 0.6473, -0.2019], [-0.1339, -0.0090, -0.3179], [0.0229, 0.0871, 0.0237], [-0.4213, -0.2863, 0.2312], [-0.3060, -0.2054, 0.5703], [0.0584, 0.1759, 0.3343], [-0.8446, 0.2684, 0.3289], [-0.4645, -0.6863, -0.7540], [-0.1336, 0.8571, -0.0877], [0.1126, -0.0651, -0.1239], [0.0470, -0.8640, 0.2794]], "lowdin_charge": [-0.005, -0.241, 0.254, 0.005, 0.116, 0.101, 0.134, 0.107, 0.122, 0.103, 0.144, 0.137, 0.046, 0.047, -0.070], "energy_ev": -6347.8028, "s2": 0.754, "charge": 1, "spin_multiplicity": 2, "homo_lumo_gap_ev": [9.8, 6.7], "e_lumo_ha": [-0.1874, -0.3026], "de_lowest_kcal_mol": 12.03}

[3]
{"formula": "C4H10O2", "method": "ωB97M-V/def2-TZVPD", "symbols": ["C", "C", "C", "C", "O", "O", "H", "H", "H", "H", "H", "H", "H", "H", "H", "H"], "positions_angstrom": [[-0.028053, 0.708663, 0.148016], [-2.025370, -0.658799, -0.488425], [0.286611, -0.562664, -0.193580], [2.449798, 0.278651, 0.505452], [0.022145, 1.781999, -0.634595], [-2.522197, -1.191109, 0.706249], [0.475548, 1.570841, -1.463379], [-2.838579, -0.476047, 1.267015], [-0.385876, 0.943158, 1.141314], [-2.540864, 0.231397, -0.852076], [-1.943481, -1.444003, -1.234661], [0.217082, -1.338761, 0.548613], [0.631397, -0.819873, -1.183054], [2.917618, 0.686967, -0.388806], [2.442177, 0.984649, 1.333569], [2.842043, -0.695068, 0.788349]], "forces_ev_per_a": [[0.2986, -0.7823, 0.1743], [-1.0592, -0.4573, -0.1876], [0.0113, 0.7580, 0.2369], [0.8744, 0.0870, 0.2053], [0.0803, 0.2908, -0.3475], [0.1472, 0.1837, -0.1122], [-0.0782, -0.0159, 0.1084], [0.0262, -0.0436, -0.0586], [-0.0108, 0.0065, 0.0061], [0.0884, 0.0225, 0.0893], [0.0446, 0.0056, 0.0334], [-0.0369, -0.0125, 0.0200], [0.0028, 0.0164, -0.0549], [-0.1345, -0.0284, -0.0299], [-0.1426, -0.0281, -0.0434], [-0.1117, -0.0022, -0.0395]], "lowdin_charge": [-0.330, -0.160, -0.055, -0.041, 0.049, -0.100, 0.124, 0.081, 0.139, 0.069, 0.066, 0.094, 0.095, -0.012, -0.008, -0.011], "energy_ev": -8398.9039, "charge": 0, "homo_lumo_gap_ev": [7.0, 7.4], "e_lumo_ha": [0.0282, 0.0278], "de_lowest_kcal_mol": 153.20}

[4]
{"formula": "C4H10O2", "method": "ωB97M-V/def2-TZVPD", "symbols": ["C", "C", "C", "C", "O", "H", "H", "H", "H", "H", "H", "H", "H", "O", "H", "H"], "positions_angstrom": [[1.187043, 1.342807, -2.044646], [0.279754, 0.231478, -1.587940], [0.564769, -0.837265, -0.872714], [-0.532260, -1.567559, -0.153294], [-1.523669, -0.712289, 0.434530], [1.940200, 1.637070, -1.316600], [1.723192, 1.093653, -2.968751], [0.586680, 2.217471, -2.273180], [-0.761768, 0.464500, -1.760284], [1.577340, -1.201749, -0.782981], [-0.106953, -2.127086, 0.683943], [-1.032071, -2.299883, -0.787360], [-2.344892, -0.866008, -0.038982], [0.202018, 1.221445, 3.323987], [-0.332623, 1.769008, 3.909347], [-0.344731, 0.500216, 3.002326]], "forces_ev_per_a": [[0.3540, -0.3787, -0.7350], [0.0181, 1.0562, 0.0494], [-0.3133, -0.0623, -0.1555], [-0.0280, -0.5954, 0.5402], [0.0510, -0.0268, -0.3624], [-0.0625, -0.1778, 0.1710], [-0.0429, -0.0162, 0.0615], [-0.0267, 0.1458, 0.0255], [-0.2818, -0.0313, 0.2661], [0.1946, 0.1071, 0.3982], [0.1513, -0.0607, -0.1276], [0.0229, -0.1109, -0.1621], [-0.0186, 0.1556, 0.1014], [0.3185, 0.1683, 0.0905], [-0.0929, -0.2720, -0.1696], [-0.2438, 0.0989, 0.0083]], "lowdin_charge": [-0.097, -0.164, -0.105, -0.261, -0.079, 0.073, 0.073, 0.064, 0.099, 0.106, 0.109, 0.114, 0.078, -0.062, 0.032, 0.021], "energy_ev": -8403.8626, "charge": 0, "homo_lumo_gap_ev": 10.0, "e_lumo_ha": 0.0295, "de_lowest_kcal_mol": 38.85}

[5]
{"formula": "C4H10O2", "method": "ωB97M-V/def2-TZVPD", "symbols": ["C", "C", "C", "O", "H", "H", "H", "H", "H", "H", "C", "O", "H", "H", "H", "H"], "positions_angstrom": [[-0.783832, 0.505767, -1.108516], [0.630538, -0.061313, -0.958106], [1.676968, 0.807647, -1.593456], [0.866128, -1.113743, -0.493646], [-1.437562, -0.109343, -0.490146], [-1.206792, 0.472997, -2.112576], [-0.809312, 1.556897, -0.821156], [2.606208, 0.296657, -1.845466], [1.872647, 1.584157, -0.853956], [1.230608, 1.347777, -2.428386], [-1.040882, -0.753703, 2.288714], [-0.116512, -1.714123, 1.939754], [-1.106982, -0.677463, 3.374034], [-0.836253, 0.258317, 1.939374], [-2.010732, -1.054443, 1.892424], [0.465768, -1.346083, 1.271104]], "forces_ev_per_a": [[-0.2033, -0.4569, 0.7845], [-0.9110, 2.6136, -2.8516], [-0.0059, 0.5190, 0.2902], [0.6475, -2.4588, 1.3477], [-0.1163, 0.2883, 0.1325], [0.5328, -0.1984, -0.2550], [-0.0406, -0.0192, 0.2147], [-0.2184, -0.0242, 0.0330], [0.3156, 0.1588, 0.1014], [0.2134, -0.1643, -0.2127], [-0.9860, 0.3935, 0.5034], [1.0356, -0.4432, 0.1302], [-0.1432, -0.0682, 0.1364], [0.2530, 0.0774, -0.2492], [-0.3673, 0.1994, 0.0980], [-0.0059, -0.4168, -0.2035]], "lowdin_charge": [-0.016, -0.506, -0.017, 0.097, 0.071, 0.088, 0.085, 0.090, 0.091, 0.082, -0.207, -0.107, 0.075, 0.072, 0.076, 0.025], "energy_ev": -8404.3238, "charge": 0, "homo_lumo_gap_ev": 10.4, "e_lumo_ha": 0.0270, "de_lowest_kcal_mol": 28.21}

[6]
{"formula": "C4H10O2", "method": "ωB97M-V/def2-TZVPD", "symbols": ["C", "C", "O", "H", "H", "H", "H", "C", "C", "O", "H", "H", "H", "H", "H", "H"], "positions_angstrom": [[0.053050, -0.630563, -3.292954], [-0.535251, -1.698845, -2.638068], [-0.375420, -1.790440, -1.228854], [-0.287490, -0.244869, -4.225707], [0.767939, -0.000975, -2.715902], [-0.884625, -2.600884, -3.208233], [-0.728989, -0.912568, -0.977681], [0.535561, 1.797764, 2.143562], [0.352957, 0.388483, 2.142781], [-0.774448, -0.107873, 1.263147], [1.510634, 2.250982, 1.624550], [0.408508, 2.355133, 3.037417], [-0.182520, 2.332299, 1.484772], [1.189298, -0.272112, 1.800729], [0.135610, -0.011211, 3.159094], [-1.184818, -0.854328, 1.631340]], "forces_ev_per_a": [[-0.7785, -1.2298, 2.4794], [2.1468, 1.1430, -0.8235], [-0.8891, 0.3681, -1.9947], [0.2119, -0.4126, -0.8917], [-0.9446, -0.2796, -0.3165], [-0.3078, 1.0335, 1.0372], [0.6118, -0.6191, 0.6365], [1.6828, 4.8818, -3.3228], [-1.0083, -5.5799, 0.0358], [1.5815, 2.9671, -0.3421], [-1.5812, -1.5008, 1.3083], [0.0881, -0.0910, 1.2537], [-0.1078, -0.7679, 0.1757], [-0.1594, 1.1404, 0.2131], [0.0188, 0.4545, -0.4707], [-0.5650, -1.5075, 1.0224]], "lowdin_charge": [0.000, -0.229, -0.077, 0.027, 0.065, 0.112, 0.067, -0.131, -0.285, -0.101, 0.125, 0.055, 0.088, 0.124, 0.118, 0.039], "energy_ev": -8402.4639, "charge": 0, "homo_lumo_gap_ev": 9.9, "e_lumo_ha": 0.0339, "de_lowest_kcal_mol": 71.10}

[7]
{"formula": "C4H10O2", "method": "ωB97M-V/def2-TZVPD", "symbols": ["C", "O", "C", "C", "C", "O", "H", "H", "H", "H", "H", "H", "H", "H", "H", "H"], "positions_angstrom": [[2.178607, -0.990041, -0.309118], [1.228180, -0.231468, 0.395006], [0.558401, 0.744751, -0.443032], [-0.492879, 1.496703, 0.298601], [-2.388493, -0.143597, 0.233306], [-1.257070, 0.250890, 1.023241], [1.716097, -1.574866, -1.120595], [2.947983, -0.340912, -0.754066], [2.659424, -1.673099, 0.396156], [0.161315, 0.190296, -1.314543], [1.286713, 1.475471, -0.826022], [-0.035409, 1.909991, 1.208454], [-2.872985, -0.996726, 0.714418], [-2.076484, -0.388174, -0.785561], [-3.038414, 0.728212, 0.211646], [-0.574986, -0.457435, 1.072109]], "forces_ev_per_a": [[0.2215, -0.1713, -0.1453], [-0.0820, 0.0289, 0.1016], [-0.0587, 0.1823, -0.2626], [0.2715, -0.1388, 0.1450], [-0.2047, -0.0804, -0.0898], [0.1343, -0.0398, -0.0380], [0.0479, 0.0854, 0.1291], [-0.1094, -0.0937, 0.0840], [-0.0861, 0.0848, -0.1082], [0.0567, 0.1156, 0.1395], [-0.0876, -0.0744, 0.0730], [-0.0393, -0.0101, -0.1262], [0.0631, 0.0915, -0.0509], [-0.0454, 0.0211, 0.1547], [0.0387, -0.1575, -0.0069], [-0.1204, 0.1565, 0.0010]], "lowdin_charge": [-0.126, -0.239, -0.307, -0.074, -0.052, -0.158, 0.087, 0.089, 0.087, 0.105, 0.120, 0.048, 0.096, 0.093, 0.096, 0.134], "energy_ev": -8400.7012, "charge": 0, "homo_lumo_gap_ev": 8.2, "e_lumo_ha": 0.0288, "de_lowest_kcal_mol": 111.75}

[8]
{"formula": "C4H10O2", "method": "ωB97M-V/def2-TZVPD", "symbols": ["C", "C", "C", "C", "H", "H", "H", "H", "H", "H", "O", "H", "H", "O", "H", "H"], "positions_angstrom": [[-1.048503, 0.134102, 2.248096], [-1.657340, -0.916682, 1.714032], [-1.996347, -2.103464, 2.561708], [-2.852656, -2.999682, 2.083893], [-1.122906, 0.135152, 3.337144], [-0.511426, 0.997445, 1.895622], [-1.809799, -1.149280, 0.672194], [-1.335661, -2.264874, 3.403136], [-3.034229, -3.962442, 2.546574], [-3.610045, -2.676658, 1.376306], [1.357617, 1.982658, -4.169371], [1.219635, 2.936723, -4.219260], [2.305448, 1.846774, -4.212970], [4.860641, 2.761044, -3.441920], [4.114100, 3.182785, -2.998160], [5.121472, 2.096393, -2.797026]], "forces_ev_per_a": [[-0.3215, -0.0804, 1.3400], [0.2116, -0.4801, 0.4250], [0.2472, 0.4081, -1.2058], [-0.8167, -0.0018, 1.0195], [0.4818, 0.0025, 0.0040], [-0.3483, -0.0012, -0.9218], [0.1570, 0.5635, -0.3679], [-0.1368, -0.2364, 0.1429], [0.0793, 0.0688, 0.1222], [0.4469, -0.2424, -0.5588], [-0.2928, 0.1642, 0.1145], [0.1089, -0.2148, -0.0462], [0.2628, 0.0609, -0.0971], [-0.3884, -0.0342, 0.2565], [0.0916, 0.1564, -0.1465], [0.2173, -0.1329, -0.0806]], "lowdin_charge": [-0.003, -0.197, -0.194, -0.011, 0.056, 0.049, 0.093, 0.097, 0.050, 0.062, -0.058, 0.036, 0.010, -0.057, 0.031, 0.038], "energy_ev": -8403.1407, "charge": 0, "homo_lumo_gap_ev": 9.6, "e_lumo_ha": 0.0223, "de_lowest_kcal_mol": 55.49}